(1)
The following is a DFT calculation (the ωB97M-V functional and the def2-TZVPD basis) of C8H19CoNS2Se4 as an isolated structure in a non-equilibrium geometry.

Geometry as ORCA input:
```
! wB97M-V def2-TZVPD RIJCOSX def2/J DEFGRID3
* xyz 0 4
Se 0.3357 0.6661 3.4042
Se 2.2522 0.4936 0.8022
Se -1.0015 -0.7623 2.0736
Se 2.0912 -0.7812 2.7954
Co 0.0000 0.0000 0.0000
S -0.3376 2.3807 -0.3884
S -0.2921 -2.3651 -0.4857
N 0.4928 0.0307 -2.1856
C -3.0328 -0.0879 -1.5054
C 1.1657 1.3041 -2.4953
C 0.2625 2.4591 -2.1301
C -3.3302 -0.0587 -0.2159
C 1.2913 -1.1758 -2.4674
C 0.4730 -2.4105 -2.1662
C 0.8302 -3.4232 0.4801
C 0.9085 3.3829 0.4820
H 0.8570 4.4015 0.1121
H -0.3564 -2.5109 -2.8639
H 1.8528 -3.0671 0.4284
H 0.4835 -3.3850 1.5064
H 0.7587 3.4135 -2.2796
H -3.4145 -0.9641 0.3716
H -2.8603 -1.0185 -2.0311
H 1.4279 1.3708 -3.5555
H -3.5028 0.8719 0.3097
H 0.6370 3.3705 1.5311
H -0.6355 2.4639 -2.7454
H 1.6173 -1.2069 -3.5116
H 1.9040 2.9738 0.3578
H -0.3510 -0.0167 -2.7528
H -2.9486 0.8175 -2.0929
H 1.0727 -3.3121 -2.2476
H 2.0911 1.3387 -1.9271
H 2.1809 -1.1359 -1.8446
H 0.7549 -4.4412 0.1129
*
```

As for the orbital gap (alpha / beta): 0.252 / 0.248 hartree. The HOMO energy (alpha / beta) comes out at -6.678 / -6.597 eV. The calculation puts the energy above the lowest of the compared OMol25 structures with the same formula, charge and spin at 0.0 kcal/mol.

These are the natural (NBO) partial charges, in e, on atoms 1 to 2:
1. Se -0.05
2. Se -0.64


(2)
The following is a DFT calculation (the ωB97M-V functional and the def2-TZVPD basis) of a 5-piece molecular cluster, C8H19FNO3S overall in a non-equilibrium geometry.

Geometry as ORCA input:
```
! wB97M-V def2-TZVPD RIJCOSX def2/J DEFGRID3
* xyz -1 1
S 3.9433 19.6995 0.4846
F 3.1550 19.2926 -3.5528
O 5.0636 21.0321 -4.5056
O 3.2882 18.4961 -0.1287
O 1.7412 21.6586 -2.7961
N 2.2193 19.7707 -6.1852
C 4.5595 22.3332 -4.4112
C 2.3199 19.0992 -7.3817
C 4.7857 20.5924 -0.8588
C 1.6361 20.9915 -6.4179
C 2.6178 20.9295 0.7893
C 1.3553 21.0929 -7.7567
C 0.3479 21.4004 -2.9061
C 1.8680 19.9336 -8.3694
H 2.5115 19.4762 -5.2482
H 0.1136 21.2929 -3.9680
H 1.8525 19.7522 -9.4343
H 5.6388 19.9640 -1.1156
H 2.1532 20.7721 -2.9130
H 3.5638 22.4887 -4.8366
H 3.1056 21.8729 1.0422
H 4.2012 20.6635 -1.7771
H 5.2079 23.0238 -4.9637
H 2.0142 20.5821 1.6229
H 4.3419 20.4172 -4.2310
H 0.9953 22.0074 -8.2020
H 1.5954 21.7108 -5.6164
H -0.2216 22.2254 -2.4680
H 2.8102 18.1411 -7.3312
H 0.0008 20.5280 -2.3427
H 2.0468 21.0649 -0.1287
H 4.5416 22.6515 -3.3589
H 5.1124 21.5502 -0.4539
*
```

As for the orbital gap: 0.290 hartree. The HOMO energy comes out at -5.000 eV.

These are the natural (NBO) partial charges, in e, on atoms 1 to 2:
1. S 1.20
2. F -0.89


(3)
The following is a DFT calculation (the ωB97M-V functional and the def2-TZVPD basis) of a 2-piece molecular cluster, C8H19N overall.

Geometry as ORCA input:
```
! wB97M-V def2-TZVPD RIJCOSX def2/J DEFGRID3
* xyz 0 1
N -3.0980 3.0955 1.1714
C -3.2204 2.4127 -0.1227
C -4.3597 1.4071 -0.0665
C 0.4068 0.0818 4.6219
C 0.5259 -0.0635 2.1071
C -0.5630 -1.1384 2.1177
C -1.4833 -0.9743 3.3290
C 1.3271 -0.0824 3.4106
C -0.6821 -0.9931 4.6325
H 0.0485 0.9289 1.9944
H -1.1526 -1.0935 1.1818
H -2.2671 1.8807 -0.3058
H -2.0128 -0.0055 3.2480
H -5.3159 1.9223 0.1255
H 1.2007 -0.2125 1.2423
H -1.3569 -0.8442 5.4973
H -4.4416 0.8571 -1.0191
H -2.2472 -1.7755 3.3392
H -0.2047 -1.9855 4.7451
H -3.9520 3.6323 1.3590
H 2.0910 0.7188 3.4004
H -0.0825 -2.1346 2.1653
H 0.9964 0.0368 5.5578
H -2.3330 3.7786 1.1433
H -4.1821 0.6811 0.7447
H -0.0737 1.0779 4.5744
H 1.8565 -1.0512 3.4916
H -3.3866 3.1066 -0.9691
*
```

As for the orbital gap: 0.384 hartree. The HOMO energy comes out at -9.380 eV. The calculation puts the energy above the lowest of the compared OMol25 structures with the same formula, charge and spin at 2.4 kcal/mol.

These are the natural (NBO) partial charges, in e, on atoms 1 to 2:
1. N -0.84
2. C -0.21


(4)
The following is a DFT calculation (the ωB97M-V functional and the def2-TZVPD basis) of C8H19N2 as an isolated structure in a non-equilibrium geometry.

Geometry as ORCA input:
```
! wB97M-V def2-TZVPD RIJCOSX def2/J DEFGRID3
* xyz 1 1
N -0.9932 -1.1122 1.1466
N -2.3013 1.4801 0.4337
C -0.6732 0.4080 -1.9097
C 1.5646 -0.3443 -0.8036
C -0.4074 -2.0723 -1.5179
C 1.8904 -0.2697 1.8596
C 1.0322 1.7592 0.6089
C 0.0334 -0.6469 -1.1157
C -0.1029 -0.5052 0.3150
C 1.2154 0.1928 0.5929
H 2.0911 2.1256 0.6141
H 2.2421 -1.2191 -0.7163
H -1.2567 0.9851 -1.2372
H 0.4975 2.0506 1.6080
H -1.4832 -2.2453 -1.3397
H 1.8269 -1.3067 1.9323
H 1.9624 0.4292 -1.3590
H 0.5238 2.1518 -0.2427
H -0.2622 -2.2478 -2.6616
H -1.5139 0.0482 -2.5879
H -0.0405 1.1131 -2.4687
H -3.2854 1.6249 0.2310
H 2.8455 0.0459 1.9174
H 0.1467 -2.8117 -0.8922
H -2.2547 0.6423 1.0109
H -2.0577 2.2825 1.0038
H -0.8442 -1.1641 2.2001
H 1.4875 0.1841 2.6961
H -1.8830 -1.5780 0.6820
*
```

As for the orbital gap: 0.357 hartree. The HOMO energy comes out at -13.775 eV. The calculation puts the energy above the lowest of the compared OMol25 structures with the same formula, charge and spin at 40.2 kcal/mol.

These are the natural (NBO) partial charges, in e, on atoms 1 to 2:
1. N -0.76
2. N -1.08


(5)
The following is a DFT calculation (the ωB97M-V functional and the def2-TZVPD basis) of a 2-piece molecular cluster, C8H19N2O2P overall in a non-equilibrium geometry.

Geometry as ORCA input:
```
! wB97M-V def2-TZVPD RIJCOSX def2/J DEFGRID3
* xyz 0 1
P -1.0683 -0.8796 -0.5258
O -2.5369 -0.0503 -0.4135
O -0.8467 -1.5260 0.7713
N 2.0178 -3.0132 1.1755
N -1.1182 1.7350 0.0182
C -0.2239 0.9723 -0.3054
C -2.4477 1.2656 0.1482
C 1.8221 0.2543 -1.6020
C -1.8447 -2.2329 -1.6096
C 1.7122 2.5085 -0.5858
C 1.7733 0.5105 0.9194
C 1.2288 1.0629 -0.4286
C -2.8116 1.3294 1.6685
H 0.9699 -0.2343 -1.9370
H -2.7898 -2.5163 -1.1799
H -2.3745 0.4142 2.0647
H 2.3350 -4.0124 1.1191
H 1.0754 3.1662 -0.0038
H 1.1074 -3.1194 0.6275
H 2.8797 0.6981 1.0070
H -1.1268 -3.0181 -1.4515
H 2.5386 -0.4638 -1.1646
H -3.8513 1.2540 1.8731
H -1.9428 -1.8823 -2.6274
H 1.5071 -0.5103 0.9429
H 1.7337 2.8400 -1.5241
H 2.5913 2.6092 -0.0812
H -2.2904 2.0583 2.1270
H -3.1640 1.8737 -0.4367
H 2.2802 0.6590 -2.4270
H 1.5409 -2.6901 2.0789
H 1.3242 0.9378 1.7626
*
```

As for the orbital gap: 0.340 hartree. The HOMO energy comes out at -9.128 eV. The calculation puts the energy above the lowest of the compared OMol25 structures with the same formula, charge and spin at 16.6 kcal/mol.

These are the natural (NBO) partial charges, in e, on atoms 1 to 2:
1. P 1.81
2. O -0.81


(6)
The following is a DFT calculation (the ωB97M-V functional and the def2-TZVPD basis) of C8H19N4S as an isolated structure in a non-equilibrium geometry.

Geometry as ORCA input:
```
! wB97M-V def2-TZVPD RIJCOSX def2/J DEFGRID3
* xyz 1 1
S -3.3121 -0.2322 0.8220
N -1.1501 0.9839 -0.6456
N -2.2813 -0.5025 -0.3893
N -1.1900 1.8237 0.3998
N 0.0121 -1.3493 0.2532
C 2.1753 0.0054 1.7748
C 2.1381 -0.2772 0.3724
C -1.2905 -1.6020 -0.2556
C 2.9246 -1.5830 -0.0804
C 0.7495 -0.4231 -0.2131
C 0.0915 0.5377 -1.1949
C 2.8415 0.8937 -0.3820
C -4.7757 0.2202 -0.0893
H -4.5039 0.7698 -0.9453
H -0.3575 1.6780 0.9969
H 3.0292 -2.2558 0.7133
H 3.8990 1.0321 0.0246
H 3.9620 -1.1838 -0.2337
H 0.8167 1.4072 -1.6366
H -5.4299 0.7660 0.4419
H -2.0322 1.9771 0.9164
H -1.1135 -1.9764 -1.2356
H 2.4055 -1.9923 -0.9679
H 2.2613 1.7707 -0.0387
H -0.1092 -0.0634 -2.1106
H 2.8768 0.9925 -1.4588
H -5.4243 -0.7222 -0.3473
H 3.0979 -0.2057 2.3956
H -1.7709 1.3452 -1.3696
H 1.9650 1.1346 1.8592
H 1.3323 -0.5474 2.3195
H -1.8370 -2.4217 0.3045
*
```

As for the orbital gap: 0.330 hartree. The HOMO energy comes out at -13.133 eV. The calculation puts the energy above the lowest of the compared OMol25 structures with the same formula, charge and spin at 13.7 kcal/mol.

These are the natural (NBO) partial charges, in e, on atoms 1 to 2:
1. S 0.60
2. N -0.16